The following is a quantum chemistry calculation of a structure of composition C48H96Br24FN6O5 at a distorted geometry, from the Open Molecules 2025 dataset.

Positions of all 180 atoms, in Å:
Br 6.72435 -3.90204 -5.09944
Br 2.00919 1.38358 -5.24140
Br 8.88911 1.25312 -7.05249
Br 5.60745 2.54323 -1.41294
Br -3.84314 -5.99106 -2.00308
Br 2.69372 -1.40125 -1.03405
Br 2.85837 3.79078 0.69443
Br -1.05391 -1.92540 5.49701
Br 1.57131 -5.13645 3.82390
Br 6.84654 5.05770 -3.49010
Br -3.42160 -3.81756 0.95870
Br -5.96700 -2.29032 2.97024
Br 2.02280 -7.33396 0.88272
Br -8.80114 -2.82980 0.68969
Br -0.10867 -1.64953 -3.40222
Br 10.97477 -1.29842 -8.71859
Br 5.40586 3.89040 -6.56947
Br -1.43497 -8.14593 -0.21304
Br 2.06589 -11.43120 0.80667
Br 4.53098 -5.41814 -2.53500
Br -0.04061 -2.45709 1.49179
Br 0.47778 -12.62671 -2.30900
Br 5.47345 0.38208 -5.95324
Br -3.30688 -0.40763 8.01843
F -5.98838 3.47637 1.32326
O 0.55646 3.76292 4.55927
O 1.33782 2.58523 6.31068
O -2.06475 3.39859 0.72305
O 1.69454 7.50431 -0.27459
O 1.70834 7.49444 -2.53405
N -2.31381 0.91856 2.09059
N -3.99938 2.42950 1.62188
N -2.92037 2.36685 3.79502
N -7.80514 0.09204 3.13016
N -8.36254 2.30935 2.50924
N -7.36988 1.79650 4.65555
C 5.39647 4.27694 -0.55400
C -0.09339 1.39271 3.11861
C 2.69964 -6.71150 3.60258
C -5.27466 2.77182 2.27274
C 1.80742 -2.98084 -1.75351
C -1.24786 0.35622 2.94548
C 0.92436 -10.81742 -1.74876
C -5.95550 1.46393 2.60626
C 0.55411 1.24160 4.51121
C -3.49525 -7.90116 -2.18878
C 0.85687 2.56202 5.19784
C -3.46868 3.49122 0.74908
C -1.18662 0.45603 -0.11859
C -0.27830 8.29002 -1.31893
C 4.77358 4.13565 0.80983
C 3.30944 -6.75530 2.22749
C -3.46270 1.42161 4.83438
C 7.23331 5.67015 -5.30065
C 10.31702 -1.22674 -6.88954
C 1.02611 5.12082 -2.23248
C 2.05494 6.11416 -2.76112
C 4.33040 1.57554 -6.96962
C 5.55748 -3.76136 -2.48199
C -0.73860 -4.23620 1.87286
C -3.57261 3.68390 3.99599
C -5.02703 3.73586 3.44079
C 5.53733 -3.05346 -3.80926
C -2.61891 -2.22229 7.88884
C -0.06235 1.92093 -1.78126
C -3.22958 -8.54962 -0.85725
C -2.68270 4.86305 3.55410
C -7.08193 -3.74033 0.77322
C 1.19056 3.73606 -2.89592
C 2.23642 -10.76829 -1.01473
C -2.43515 0.28549 0.76786
C -1.18999 -2.24525 7.41755
C -1.47038 4.59344 0.26422
C 1.44862 -2.79693 -3.20270
C 8.91688 -0.67978 -6.82563
C 1.11877 7.71888 -1.32720
C -0.15391 2.97965 -2.88676
C 5.95575 5.70155 -6.09308
C -6.63452 -3.94715 2.19470
C -1.39609 1.23503 -1.43072
C -1.68355 -4.68607 0.79869
C -3.06438 1.88931 2.50245
C 3.48362 2.44005 -6.01769
C -7.36756 1.48868 3.21767
H 5.20219 3.32277 1.38646
H -1.57854 0.49929 -2.21640
H 5.13270 6.14424 -5.53958
H -0.43900 2.40216 2.92985
H 3.47418 -6.61560 4.36010
H 3.69219 -5.79247 1.90447
H 3.01382 5.89199 -2.28313
H 0.34227 2.33177 -0.85077
H 5.91063 -2.03709 -3.70161
H -8.16742 2.29502 1.51647
H -3.23038 5.59644 2.96351
H 10.33837 -2.25575 -6.53669
H -6.04652 0.92678 1.65610
H -0.88656 -0.54615 -0.42527
H 0.61211 1.12960 -2.12040
H -0.96473 3.65859 -2.61954
H 1.11344 4.97864 -1.15742
H 6.55932 -4.02326 -2.15764
H -3.63821 0.45516 4.36056
H 2.08543 -7.57799 3.82484
H 4.80974 4.89344 -1.22699
H 1.46811 0.65577 4.42697
H 1.16679 -3.74772 -3.65046
H -0.43102 8.85077 -0.40228
H 11.02769 -0.63508 -6.32181
H 6.08344 6.23598 -7.03256
H 4.55146 -3.02688 -4.26219
H 3.68617 0.97129 -7.60164
H -3.26480 -9.63355 -0.94394
H 0.65599 1.13101 2.37187
H -0.07329 0.68678 5.20531
H 6.40133 4.68676 -0.47287
H -0.34689 0.85215 0.45072
H 4.10814 -7.49278 2.18720
H 8.48269 -0.85840 -5.84364
H -3.84732 3.35779 -0.26897
H -4.39557 -8.31300 -2.63922
H 2.99954 3.24714 -6.55049
H 0.94343 -3.17019 -1.12323
H -0.56897 -1.49943 7.90329
H -7.57312 2.78437 4.78762
H -4.40399 1.74923 5.26818
H -7.42814 -4.29965 2.84538
H -5.72353 3.63875 4.26795
H 7.98155 4.99965 -5.71129
H -2.30495 5.41293 4.41670
H -1.64847 -0.02471 3.88519
H 3.01113 -11.35908 -1.49274
H 2.52338 -3.79185 -1.63938
H 4.02520 2.82627 -5.18130
H -5.35253 0.82275 3.24484
H 7.65932 6.66653 -5.20471
H 2.14383 6.00134 -3.83862
H 1.54933 3.85485 -3.91857
H -1.02877 7.50017 -1.37282
H -0.33056 2.46594 -3.82995
H -2.23766 1.92952 -1.42165
H -2.68810 1.23480 5.57488
H 1.94422 3.17893 -2.33690
H -5.80011 -4.64547 2.23105
H 5.03754 2.15419 -7.60947
H 0.09481 -10.46009 -1.14933
H -1.64313 4.77843 -0.80036
H -0.39582 4.51354 0.41953
H -3.72719 4.49449 1.10193
H -0.81392 -0.50815 2.43738
H -2.69070 -2.62607 8.89615
H -0.43698 8.94680 -2.17472
H -7.23820 -4.69644 0.27849
H -1.79601 5.47283 0.83050
H -6.38314 -3.14529 0.19369
H -7.64239 -0.21442 2.17844
H -2.48236 -0.78542 0.98368
H -3.92076 -8.22825 -0.08484
H -5.16808 4.74428 3.05224
H 5.07712 -3.15014 -1.71952
H -2.66688 -8.00406 -2.88207
H -3.35708 0.52753 0.25091
H -0.35323 3.97296 4.80400
H -1.32254 -4.48021 -0.20483
H 2.24677 -2.34715 -3.78594
H -3.29007 -2.76711 7.23262
H -1.82342 4.53813 2.96835
H 0.98219 -10.23916 -2.66902
H 2.57746 -9.73962 -0.91283
H -1.20007 -4.19191 2.85523
H -1.88628 -5.74673 0.89565
H -0.75599 -3.23093 7.57042
H 8.26435 -1.09465 -7.58699
H -3.67080 3.80318 5.07192
H -8.39325 3.26396 2.84458
H -8.80791 0.03732 3.27510
H 0.13673 -4.87950 1.91609
H 4.86421 5.06408 1.36956
H -8.21229 1.34875 5.00527
H 0.03570 5.51020 -2.48772

Forces on the atoms, in the same order (eV/Å):
Br -0.09 0.01 0.01
Br 0.05 -0.38 -0.20
Br 0.10 0.03 -0.12
Br -0.17 -0.09 0.03
Br 0.12 -0.13 -0.02
Br -0.09 0.04 0.02
Br 0.04 -0.15 0.07
Br -0.01 -0.21 0.17
Br 0.43 -0.21 0.48
Br 0.21 0.03 -0.21
Br 0.24 0.21 0.01
Br 0.10 -0.42 0.04
Br -0.05 0.20 -0.01
Br 0.07 0.10 -0.02
Br 0.02 0.06 -0.04
Br 0.03 0.06 0.05
Br 2.86 3.69 -0.41
Br -0.03 -0.07 0.06
Br 0.03 -0.04 -0.04
Br 0.12 -0.08 -0.01
Br 0.29 -0.52 -0.11
Br -0.05 0.03 0.06
Br -0.18 -0.23 0.05
Br -0.03 -0.02 -0.06
F -0.17 -0.29 -0.25
O -0.11 -0.84 -0.03
O -0.54 -0.06 -1.44
O -0.26 -0.12 0.40
O -0.48 -0.13 -1.29
O -1.05 -0.18 0.02
N -0.08 -0.45 -0.06
N 0.56 0.57 0.04
N -1.88 -0.15 0.23
N 0.35 0.51 -0.11
N 0.39 0.02 0.30
N -0.22 0.39 -0.38
C 0.12 -0.25 0.06
C -0.22 -1.22 0.48
C 0.07 0.19 0.13
C 0.51 0.20 0.95
C 0.24 0.02 0.03
C 0.78 0.80 -0.33
C 0.02 -0.17 -0.26
C -0.71 0.02 -0.43
C -0.14 0.86 -0.82
C -0.24 0.18 -0.05
C 0.91 0.15 1.99
C 0.55 0.17 -0.79
C -0.67 -0.09 -0.45
C 0.18 0.43 -0.60
C -0.12 0.24 0.04
C 0.03 -0.24 -0.10
C 1.17 -0.89 -0.40
C -0.05 0.26 0.31
C 0.04 -0.20 -0.19
C 0.07 -0.19 -0.74
C 0.42 -0.45 0.65
C -0.20 -0.28 -0.01
C -0.21 0.01 0.11
C -0.10 -0.01 -0.32
C -0.08 0.59 0.09
C 0.49 0.51 0.02
C 0.28 0.07 -0.11
C -0.04 0.14 0.13
C -0.93 -0.28 -0.24
C 0.16 -0.15 -0.06
C 0.12 -0.02 -0.15
C -0.24 -0.10 -0.03
C -0.51 0.78 -0.11
C 0.03 0.13 0.22
C 0.44 -1.14 -0.12
C 0.05 -0.21 -0.09
C 0.55 0.40 -0.11
C -0.18 -0.09 -0.02
C -0.06 0.20 0.20
C 0.79 0.10 1.85
C 0.98 -0.64 1.10
C 0.12 -0.16 -0.33
C 0.36 -0.05 0.06
C 0.94 -0.15 0.05
C -0.25 0.03 0.03
C 0.23 0.08 -0.09
C -1.34 -1.48 -0.15
C -1.07 -0.69 0.26
H 0.02 -0.02 -0.05
H -0.38 0.11 -0.06
H 0.05 0.02 0.04
H 0.00 0.03 0.05
H 0.04 0.00 -0.05
H -0.03 0.02 0.03
H 0.13 0.15 -0.19
H 0.15 0.26 -0.16
H -0.05 0.01 0.07
H -0.18 0.23 -0.07
H -0.02 -0.03 -0.03
H -0.06 0.01 0.02
H 0.11 0.08 -0.05
H 0.14 -0.03 0.13
H 0.25 0.09 0.18
H -0.15 0.03 -0.45
H -0.10 0.37 0.05
H 0.02 -0.01 -0.06
H -0.11 -0.04 0.13
H -0.01 -0.01 -0.07
H -0.04 0.03 0.05
H 0.16 0.16 0.21
H 0.02 -0.02 0.05
H 0.06 -0.05 0.07
H -0.05 0.04 0.02
H 0.07 -0.02 0.01
H -0.01 -0.01 0.03
H 0.02 -0.07 0.04
H 0.00 0.01 -0.05
H 0.03 0.34 -0.11
H -0.12 0.06 0.05
H -0.01 0.01 0.06
H -0.09 0.20 0.05
H -0.02 -0.02 0.05
H 0.03 -0.04 0.00
H -0.22 0.03 0.08
H 0.00 -0.04 0.04
H -0.23 -0.10 -0.03
H -0.02 0.05 -0.04
H -0.05 0.03 0.00
H 0.17 0.04 0.02
H 0.05 0.21 -0.01
H -0.06 0.05 -0.05
H -0.15 -0.36 -0.16
H -0.07 -0.05 -0.03
H 0.04 -0.09 0.06
H -0.08 0.43 -0.15
H -0.05 -0.03 -0.04
H -0.04 0.00 -0.05
H -0.29 -0.40 0.54
H 0.17 0.21 0.06
H -0.05 0.01 0.03
H 0.06 0.17 -0.03
H 0.03 0.05 0.00
H 0.14 -0.16 -0.05
H -0.24 0.24 -0.11
H 0.06 0.10 0.23
H -0.21 0.23 0.31
H 0.08 -0.13 -0.20
H -0.06 0.00 -0.05
H -0.96 -1.07 0.22
H 0.04 0.02 0.06
H -0.16 -0.15 0.03
H -0.01 -0.18 -0.02
H -0.34 -0.12 0.12
H -0.64 0.40 0.12
H 0.06 -0.02 -0.01
H -0.01 -0.06 -0.02
H 0.02 -0.02 0.03
H -0.21 -0.10 0.03
H 0.03 -0.02 0.03
H -0.17 -0.33 0.05
H -0.28 0.03 0.17
H -0.01 0.04 -0.03
H -0.14 -0.02 -0.04
H 0.00 0.04 -0.05
H 0.02 -0.03 0.04
H -0.02 0.46 0.21
H -0.03 0.27 -0.07
H 0.02 -0.03 0.00
H 0.00 0.04 0.04
H 0.04 -0.01 -0.03
H -0.02 -0.07 -0.02
H 0.05 0.02 0.03
H -0.04 0.01 -0.02
H -0.02 0.00 -0.01
H 0.03 -0.01 0.02
H -0.03 -0.01 0.00
H 0.03 -0.03 -0.01
H 0.08 -0.28 0.07
H 0.15 0.11 -0.25
H -0.04 0.18 0.01
H -0.27 0.07 -0.26
H -0.02 0.02 -0.05
H 0.18 -0.17 0.27
H -0.03 0.01 0.10

Results
- HOMO (eV) = -10.90
- total charge = +1
- Kohn-Sham gap (eV) = 9.06